# 1
Entry from the Open Molecules 2025 dataset: an isolated molecule of C9H11NO3 in a non-equilibrium geometry (ωB97M-V/def2-TZVPD).

Summary:
Charge = 0
Total energy = -629.77031 Ha
Orbital gap = 7.6 eV
Largest force on an atom = 0.0463 hartree/bohr
Energy above the lowest of the compared OMol25 structures with the same formula, charge and spin = 7.837 eV

CARTESIAN COORDINATES (ANGSTROEM)
C  -0.92594  -2.12280  0.03951
C  0.42511  -1.59882  0.01340
C  -2.08470  -1.45353  0.11090
C  0.70869  -0.31451  -0.15903
C  -4.03143  0.41725  -0.24627
C  -1.36448  0.98184  -0.07829
C  -2.31646  -0.01442  0.04617
C  2.47043  0.93340  -1.21964
C  2.25425  0.89329  1.20716
N  2.10279  0.13222  -0.04429
O  -4.13730  1.59587  -0.42243
O  -4.69216  -0.58098  -0.19726
O  -1.76422  0.89708  1.17440
H  -0.98556  -3.20404  0.05997
H  1.21462  -2.35384  0.15139
H  -3.01111  -2.01038  0.18008
H  -1.07571  1.84842  -0.63072
H  1.84271  1.82206  -1.25050
H  3.51943  1.22834  -1.17876
H  2.28827  0.35123  -2.12154
H  1.48524  1.66439  1.24191
H  2.10553  0.22812  2.05577
H  3.24173  1.35201  1.26716
H  2.73030  -0.69222  0.00093

Force components x, y, z for each atom (eV/Å):
C -0.689 -0.131 0.160
C 0.971 0.230 -0.105
C 0.504 -0.467 0.066
C -2.177 0.966 -0.031
C 2.069 -0.702 0.144
C 1.024 -0.520 1.444
C -1.943 -0.761 -0.599
C 0.244 0.367 -0.676
C 0.149 0.391 0.703
N 0.318 -0.832 0.014
O -0.196 1.759 -0.195
O -1.015 -1.106 0.051
O 0.864 0.519 -0.753
H -0.073 -0.063 0.016
H -0.030 0.157 0.023
H -0.016 0.028 -0.069
H 0.261 0.222 -0.160
H -0.026 -0.091 0.101
H -0.027 -0.064 0.139
H -0.015 -0.020 0.127
H 0.024 -0.092 -0.127
H -0.031 -0.033 -0.131
H 0.003 -0.078 -0.123
H -0.192 0.321 -0.020

These are the Mulliken partial charges, in e, on atoms 1 to 2:
1. C -0.523
2. C -0.364



# 2
Entry from the Open Molecules 2025 dataset: a structure of composition C5H7NO in a non-equilibrium geometry (ωB97M-V/def2-TZVPD).

Summary:
Charge = 0
Total energy = -324.55466 Ha
Orbital gap = 9.6 eV
Largest force on an atom = 0.0502 hartree/bohr
Energy above the lowest of the compared OMol25 structures with the same formula, charge and spin = 4.621 eV

CARTESIAN COORDINATES (ANGSTROEM)
N  -0.47218  -2.32709  1.20936
C  -0.45260  -1.33397  0.43951
O  -1.45708  -0.45099  0.09108
C  -0.57443  0.25061  -0.81722
C  -0.10073  1.55914  -0.22790
C  1.40634  0.40788  0.27495
C  0.59515  -0.66537  -0.43501
H  -1.39496  -2.45905  1.62815
H  -0.97019  0.26695  -1.83218
H  -0.68026  1.95597  0.60029
H  0.04512  2.36852  -0.98406
H  1.46594  0.31923  1.35786
H  1.48291  1.41615  -0.15242
H  1.10698  -1.30797  -1.15239

Force components x, y, z for each atom (eV/Å):
N -0.033 0.537 -0.373
C 0.200 -0.316 0.286
O -0.063 -0.155 0.064
C -0.271 -0.001 -0.408
C -0.517 -0.580 0.408
C -2.106 1.417 0.461
C -0.002 0.188 -0.388
H 0.100 0.041 -0.076
H -0.125 -0.024 0.056
H -0.121 -0.219 0.014
H 0.576 -0.705 0.663
H 0.221 0.269 -0.177
H 2.154 -0.440 -0.667
H -0.013 -0.011 0.140

These are the Mulliken partial charges, in e, on atoms 1 to 2:
1. N -0.647
2. C 0.229



# 3
Entry from the Open Molecules 2025 dataset: an isolated molecule of C4H7NO (ωB97M-V/def2-TZVPD).

Summary:
Charge = 0
Total energy = -286.52394 Ha
Orbital gap = 10.0 eV
Largest force on an atom = 0.0135 hartree/bohr
Energy above the lowest of the compared OMol25 structures with the same formula, charge and spin = 2.931 eV

CARTESIAN COORDINATES (ANGSTROEM)
C  0.07589  0.44705  -1.89112
C  -1.13215  -0.03046  0.01882
O  0.13883  0.24254  -0.49717
C  1.34363  -0.45403  2.13255
C  0.07014  -0.45129  1.84636
N  -1.08323  -0.41047  1.43105
H  0.27366  -0.49597  -2.42208
H  -0.91089  0.83431  -2.19975
H  0.84415  1.18078  -2.15450
H  -1.60384  -0.85359  -0.53014
H  -1.76938  0.85816  -0.06982
H  1.82485  0.47300  2.41929
H  1.92834  -1.34003  1.91650

Force components x, y, z for each atom (eV/Å):
C 0.065 0.064 -0.330
C -0.491 -0.072 0.074
O -0.215 0.141 -0.136
C -0.161 -0.035 0.074
C 0.166 0.035 -0.084
N 0.678 0.083 -0.114
H -0.106 0.200 0.023
H 0.331 -0.052 0.031
H -0.138 -0.166 -0.020
H -0.027 -0.028 0.043
H -0.037 -0.062 0.054
H -0.030 -0.184 0.151
H -0.035 0.077 0.233

These are the Mulliken partial charges, in e, on atoms 1 to 2:
1. C -0.715
2. C -0.319



# 4
Entry from the Open Molecules 2025 dataset: a structure of composition C22H31N7O6PtS (ωB97M-V/def2-TZVPD).

Summary:
Charge = -2
Expectation value of S² = 2.026
Multiplicity = 3
Total energy = -2209.07073 Ha
Orbital gap (alpha / beta) = 3.7 / 5.8 eV
Largest force on an atom = 0.0073 hartree/bohr

CARTESIAN COORDINATES (ANGSTROEM)
Pt  -0.62133  0.24071  0.71006
N  0.05081  -1.42681  1.74829
N  -0.61550  -2.67804  1.60563
C  -1.97378  -2.76889  2.01162
N  -2.36379  -4.11379  2.01354
N  -2.62616  -1.70342  2.31510
N  -3.94872  -1.74441  2.56766
O  -4.50815  -0.65607  2.90428
O  -4.62761  -2.86841  2.51003
H  0.98714  -1.58688  1.39293
H  0.08984  -1.12851  2.72791
H  -0.10404  -3.39209  2.11428
H  -2.18023  -4.52666  1.10379
H  -3.38052  -4.07083  2.20506
C  5.52589  2.20581  0.50369
C  4.26684  2.04248  1.31374
C  3.27575  3.01997  1.28082
C  2.08343  2.84983  1.95947
C  1.86490  1.69311  2.70033
C  2.84891  0.72480  2.76560
C  4.04155  0.90051  2.06787
S  0.27848  1.46407  3.50543
O  0.37580  0.13744  4.08304
O  0.12106  2.58762  4.39830
N  -0.77163  1.48467  2.34855
C  -1.45247  2.73960  2.00984
C  -1.52815  2.93027  0.49823
O  -1.88539  4.01014  0.05328
O  -1.21049  1.90719  -0.24233
H  5.90648  3.22746  0.56167
H  5.33669  1.98614  -0.55073
H  6.30834  1.52856  0.84867
H  3.43134  3.91635  0.68956
H  1.30616  3.60133  1.89563
H  2.66841  -0.16542  3.35443
H  4.80309  0.12804  2.10364
H  -0.94951  3.61290  2.42215
H  -2.47326  2.74169  2.39713
C  1.78694  1.55006  -1.72944
C  1.83518  0.22171  -2.48703
C  2.52449  -0.85856  -1.64571
C  0.48283  -0.19812  -3.04082
C  0.32374  -0.13709  -4.41907
C  -0.86351  -0.47173  -5.05006
C  -1.91974  -0.88526  -4.25034
C  -1.83213  -0.97490  -2.86874
C  -3.05222  -1.49641  -2.12657
C  -2.77720  -2.85323  -1.47225
C  -3.66479  -0.51166  -1.12761
C  -0.60219  -0.63638  -2.22120
N  -0.41737  -0.84583  -0.89382
H  2.80162  1.87865  -1.48134
H  1.22402  1.45572  -0.80155
H  1.30275  2.32449  -2.32767
H  2.46347  0.38434  -3.37010
H  1.92437  -1.09356  -0.76647
H  3.50567  -0.50651  -1.30881
H  2.66063  -1.77843  -2.22078
H  1.17001  0.19542  -5.01452
H  -0.96106  -0.42084  -6.12765
H  -2.86343  -1.15804  -4.71443
H  -3.80507  -1.66324  -2.90483
H  -1.94074  -2.78086  -0.77709
H  -2.52478  -3.60260  -2.23006
H  -3.65507  -3.19296  -0.91539
H  -3.02276  -0.35147  -0.26568
H  -4.61105  -0.90275  -0.74536
H  -3.84280  0.45963  -1.59379

Force components x, y, z for each atom (eV/Å):
Pt -0.064 0.035 0.032
N -0.353 0.094 -0.042
N 0.031 -0.230 -0.061
C 0.103 0.063 -0.171
N -0.253 -0.046 0.066
N -0.074 0.083 0.091
N -0.176 -0.034 0.026
O 0.066 -0.097 -0.031
O 0.228 0.120 -0.016
H 0.037 0.066 0.013
H 0.023 -0.029 0.076
H 0.070 0.011 0.026
H -0.012 0.009 -0.022
H 0.066 -0.036 -0.040
C -0.009 -0.004 0.002
C 0.080 -0.037 -0.027
C -0.092 0.071 -0.007
C -0.007 -0.004 -0.026
C 0.050 0.075 0.102
C 0.093 -0.024 -0.077
C -0.047 -0.065 0.049
S 0.201 0.188 -0.254
O 0.040 -0.077 0.129
O 0.000 0.015 0.104
N -0.277 0.069 0.018
C 0.190 -0.184 -0.051
C -0.011 -0.181 -0.116
O -0.008 0.071 -0.069
O -0.054 0.235 -0.001
H -0.005 -0.008 0.003
H -0.006 0.000 0.013
H -0.001 0.002 0.000
H -0.016 -0.011 0.001
H 0.026 0.011 0.003
H 0.016 0.006 -0.004
H -0.008 0.002 0.009
H -0.016 0.012 0.099
H -0.042 -0.074 -0.017
C -0.018 0.004 -0.013
C -0.009 -0.063 0.078
C -0.008 0.038 0.015
C 0.016 0.015 -0.076
C -0.007 0.048 -0.005
C 0.012 -0.034 0.086
C -0.017 0.000 -0.014
C 0.009 -0.007 -0.040
C 0.062 0.027 0.077
C -0.001 -0.052 0.026
C 0.008 -0.003 -0.046
C -0.052 0.199 0.145
N 0.088 -0.316 -0.131
H 0.020 0.007 0.006
H 0.000 0.005 0.007
H 0.006 -0.012 0.007
H 0.043 -0.010 -0.007
H 0.004 -0.008 -0.035
H 0.002 -0.002 -0.029
H -0.019 0.011 0.017
H 0.001 -0.001 -0.004
H -0.008 0.021 -0.004
H -0.002 0.007 -0.003
H -0.040 -0.014 -0.005
H 0.045 0.038 0.046
H -0.007 0.022 0.020
H 0.009 0.000 -0.002
H 0.062 -0.007 0.073
H 0.002 -0.001 -0.019
H 0.006 -0.009 0.000

These are the Mulliken partial charges, in e, on atoms 1 to 2:
1. Pt 1.451
2. N -0.616